{"formula": "C16H28N4", "method": "wB97M-V/def2-TZVPD", "elements": ["C", "C", "C", "C", "N", "H", "H", "H", "H", "H", "H", "H", "C", "C", "C", "C", "N", "H", "H", "H", "H", "H", "H", "H", "C", "C", "C", "C", "N", "H", "H", "H", "H", "H", "H", "H", "C", "C", "C", "C", "N", "H", "H", "H", "H", "H", "H", "H"], "coordinates": [[-1.66978, -3.21574, 1.72911], [-1.86769, -1.89245, 0.98112], [-1.30163, -1.93511, -0.43742], [0.15798, -2.04717, -0.55332], [1.29646, -2.15553, -0.65401], [-2.20256, -4.00703, 1.19517], [-1.97367, -3.28276, 2.77137], [-0.61272, -3.50135, 1.69605], [-1.59499, -1.00775, 1.55440], [-2.95399, -1.79025, 0.87889], [-1.60203, -1.01213, -0.93131], [-1.76323, -2.76598, -0.96967], [-4.79155, 0.90248, -0.83735], [-4.72644, 1.03421, -2.36534], [-3.70097, 0.11819, -3.04858], [-2.31314, 0.58931, -2.88850], [-1.23289, 0.94695, -2.74575], [-5.08068, -0.10477, -0.53522], [-5.59343, 1.54574, -0.46544], [-3.89865, 1.25993, -0.32151], [-4.63555, 2.05961, -2.71774], [-5.71747, 0.67623, -2.66358], [-3.90364, 0.03410, -4.11483], [-3.86771, -0.86435, -2.60358], [1.00613, 1.59697, 1.18431], [1.23079, 3.09126, 1.29320], [0.48436, 3.97861, 0.27591], [-0.93037, 3.68544, 0.09938], [-2.03620, 3.41735, -0.05020], [-0.04891, 1.35872, 1.34237], [1.63694, 0.95690, 1.79600], [1.18687, 1.26126, 0.15427], [2.27943, 3.35310, 1.13728], [0.95944, 3.41464, 2.30085], [0.94927, 3.88355, -0.70809], [0.61104, 5.00674, 0.61332], [5.15572, -2.54595, 0.90891], [4.63314, -1.27497, 1.50230], [4.31460, -0.15557, 0.51344], [5.42030, 0.07183, -0.45477], [6.28722, 0.21719, -1.19311], [4.44333, -2.94552, 0.17375], [5.19931, -3.34706, 1.65046], [6.10986, -2.48066, 0.38544], [5.27717, -0.93917, 2.31787], [3.65591, -1.51007, 1.94194], [4.16991, 0.75705, 1.08613], [3.55474, -0.43602, -0.22391]], "forces_ev_per_angstrom": [[0.8, -0.3, -0.5], [-1.0, -0.6, 0.7], [-0.1, 0.5, 0.2], [-0.2, -0.1, 0.2], [0.0, 0.1, 0.1], [0.0, 0.0, 0.0], [-0.2, 0.5, 0.0], [0.0, 0.0, 0.1], [0.6, -0.1, -0.1], [0.0, 0.2, -0.2], [0.1, 0.0, -0.2], [0.1, -0.1, -0.1], [0.0, 0.8, 0.0], [-0.7, -0.4, 0.3], [-0.2, 0.4, 0.3], [-0.5, -0.5, 0.1], [0.1, 0.1, 0.0], [0.3, -0.1, 0.0], [0.0, 0.0, -0.1], [0.2, -0.3, -0.1], [0.1, 0.1, 0.2], [0.1, 0.1, -0.5], [0.0, 0.0, -0.1], [0.6, -0.2, -0.1], [-0.4, -0.3, -1.3], [0.1, 0.2, 0.3], [0.4, -0.2, 0.0], [-0.2, -0.1, 0.2], [-0.1, 0.0, 0.0], [0.1, 0.0, 0.3], [0.0, 0.3, 0.4], [0.1, 0.1, 0.0], [0.1, -0.2, 0.2], [0.1, 0.1, 0.0], [0.0, 0.0, 0.0], [-0.2, 0.1, -0.2], [-0.3, -1.2, -0.8], [-0.8, -0.1, 0.4], [1.5, -0.2, -1.2], [0.3, 0.2, 0.8], [0.0, 0.0, -0.1], [0.0, 0.3, 0.0], [0.3, 0.2, 0.2], [0.1, 0.2, 0.2], [0.0, 0.2, -0.2], [0.2, 0.0, 0.2], [-0.6, 0.2, -0.4], [-0.8, 0.1, 0.9]], "total_energy_ha": -845.43240, "spin_multiplicity": 1}

---

{"formula": "C5H10N2O3", "method": "wB97M-V/def2-TZVPD", "elements": ["C", "C", "C", "C", "C", "N", "N", "O", "O", "O", "H", "H", "H", "H", "H", "H", "H", "H", "H", "H"], "coordinates": [[-1.76092, -0.25410, -0.29565], [-0.41849, 1.94388, -0.38006], [0.53662, -0.25681, 0.46265], [-0.75328, -2.36300, 0.45809], [2.62294, 0.18346, -0.34143], [-1.51355, 1.08122, -0.73661], [-0.75547, -0.86893, 0.42839], [-2.85039, -0.79615, -0.47494], [-0.49778, 2.47095, 0.90974], [1.54829, -0.76051, -0.30626], [-0.16378, 2.72122, -0.98971], [0.80934, 0.34345, 1.25994], [-0.84092, -2.48856, 1.57055], [-1.45950, -2.82999, -0.24023], [0.24755, -2.74106, 0.21232], [3.35375, -0.17627, 0.51174], [2.15719, 1.20054, -0.36594], [3.13599, -0.10189, -1.27234], [-1.95954, 1.28357, -1.62811], [-1.43803, 2.40897, 1.21789]], "forces_ev_per_angstrom": [[-1.3, 0.3, -0.1], [-1.5, -4.2, 3.0], [-1.3, 0.0, -2.3], [0.7, 0.6, 1.6], [1.2, -1.8, 0.6], [0.6, 0.6, -0.3], [2.2, 0.3, -1.5], [1.4, 0.7, -0.2], [-1.2, -0.1, 0.5], [-1.5, 0.1, 0.6], [0.8, 1.3, -2.4], [0.4, 1.0, 1.7], [-0.7, -1.1, -1.2], [-0.2, 0.4, 0.8], [-0.2, 0.4, -0.1], [-1.3, 1.7, -1.3], [1.0, -0.6, 0.3], [0.0, 0.7, 0.2], [-0.2, -0.2, 0.5], [1.1, 0.0, -0.3]], "total_energy_ha": -531.60870, "spin_multiplicity": 1}

---

{"formula": "C4H8N2S", "method": "wB97M-V/def2-TZVPD", "elements": ["C", "C", "C", "N", "C", "N", "S", "H", "H", "H", "H", "H", "H", "H", "H"], "coordinates": [[2.45993, -0.36109, 0.48491], [1.45282, -0.78632, -0.51385], [0.43343, -0.00626, -0.81773], [0.02887, 1.16993, -0.17781], [-1.27214, 1.32074, -0.06324], [-2.39176, 0.59640, 0.04228], [-2.45351, -1.09465, -0.08518], [3.59433, -0.28492, 0.11849], [1.96323, 0.65032, 0.84339], [2.50372, -1.08320, 1.34774], [1.69759, -1.69729, -1.04347], [-0.20467, -0.51268, -1.49285], [-1.36276, 2.40604, 0.11006], [-3.44199, 1.18825, -0.20793], [-3.00708, -1.50527, 1.45519]], "forces_ev_per_angstrom": [[0.8, 1.4, 1.4], [2.2, 0.2, 0.0], [-0.2, -1.6, 0.8], [-2.2, -1.3, -1.3], [3.6, 3.7, 1.0], [-4.8, 0.6, -1.5], [-1.4, -0.8, 3.3], [-2.6, 0.1, 0.5], [2.0, -1.7, -0.2], [-0.1, 0.7, -0.6], [-0.5, 0.0, -0.4], [-1.1, 0.3, -1.1], [-1.3, -0.4, 0.2], [4.5, -2.3, 1.0], [1.3, 1.1, -3.4]], "total_energy_ha": -664.75510, "spin_multiplicity": 1}

---

What did the third record say?
{"formula": "C4H8N2S", "method": "wB97M-V/def2-TZVPD", "elements": ["C", "C", "C", "N", "C", "N", "S", "H", "H", "H", "H", "H", "H", "H", "H"], "coordinates": [[2.45993, -0.36109, 0.48491], [1.45282, -0.78632, -0.51385], [0.43343, -0.00626, -0.81773], [0.02887, 1.16993, -0.17781], [-1.27214, 1.32074, -0.06324], [-2.39176, 0.59640, 0.04228], [-2.45351, -1.09465, -0.08518], [3.59433, -0.28492, 0.11849], [1.96323, 0.65032, 0.84339], [2.50372, -1.08320, 1.34774], [1.69759, -1.69729, -1.04347], [-0.20467, -0.51268, -1.49285], [-1.36276, 2.40604, 0.11006], [-3.44199, 1.18825, -0.20793], [-3.00708, -1.50527, 1.45519]], "forces_ev_per_angstrom": [[0.8, 1.4, 1.4], [2.2, 0.2, 0.0], [-0.2, -1.6, 0.8], [-2.2, -1.3, -1.3], [3.6, 3.7, 1.0], [-4.8, 0.6, -1.5], [-1.4, -0.8, 3.3], [-2.6, 0.1, 0.5], [2.0, -1.7, -0.2], [-0.1, 0.7, -0.6], [-0.5, 0.0, -0.4], [-1.1, 0.3, -1.1], [-1.3, -0.4, 0.2], [4.5, -2.3, 1.0], [1.3, 1.1, -3.4]], "total_energy_ha": -664.75510, "spin_multiplicity": 1}

---

Which formula does entry 2 have? C5H10N2O3